Run A
{"formula": "C2H2NO2", "method": "ωB97M-V/def2-TZVPD", "total_charge": -1, "gap_ev": 5.01, "elements": ["C", "C", "N", "O", "O", "H", "H"], "xyz": [[0.04, 0.87, -0.62], [0.07, -1.92, 0.41], [-0.92, 1.56, -0.16], [-0.92, -2.26, 0.96], [1.17, -1.98, 0.02], [1.25, 1.20, -0.87], [-0.70, 2.53, 0.27]], "lowdin_charge": [-0.405, -0.511, -0.208, 0.108, 0.097, -0.059, -0.023]}



Run B
{"formula": "C2H2NO2", "method": "ωB97M-V/def2-TZVPD", "total_charge": -1, "gap_ev": 6.85, "elements": ["C", "C", "N", "O", "O", "H", "H"], "xyz": [[-0.13, 0.40, -0.43], [0.55, -1.14, 0.98], [-1.22, 0.71, -0.91], [1.62, -0.72, 1.36], [-0.29, -1.97, 1.05], [0.88, 1.12, -0.65], [-1.41, 1.59, -1.41]], "lowdin_charge": [-0.286, -0.632, -0.093, -0.040, 0.018, 0.034, -0.001]}



run B takes first place; second place is 25.4 kcal/mol up.